No. 1
A molecular structure, C9H18INO3V in a non-equilibrium geometry, computed with ωB97M-V with the def2-TZVPD basis set.

Geometry as ORCA input:
```
! RIJCOSX wB97M-V def2-TZVPD def2/J DEFGRID3
* xyz -1 1
O -3.11095 2.65929 -0.42810
V -2.81904 1.15803 0.26647
O -4.25249 0.40867 0.22652
I -2.21503 1.33233 3.07299
C 0.18976 2.51714 -0.20025
C 0.65252 1.03941 -0.33868
C 1.48922 0.81149 0.85418
C 1.95339 -0.56096 1.16575
C 0.70081 -1.46363 1.10902
C -0.32558 -1.22558 -0.09675
N -0.62665 0.22967 -0.40155
O -1.51447 0.39730 -1.52141
C -1.72678 -1.84140 0.37987
C 0.24177 -2.14125 -1.26133
C 1.57948 0.94637 -1.65705
H 1.06500 3.16525 -0.24500
H -0.35394 2.70784 0.72503
H -0.64025 2.85438 -0.82110
H 0.92169 1.04019 1.75624
H 2.34049 1.49076 0.80894
H 2.42634 -0.69037 2.13923
H 2.63487 -0.81908 0.35516
H 0.09293 -1.43397 2.01329
H 1.11924 -2.46941 1.14674
H -2.05700 -1.39703 1.31879
H -1.56761 -2.91148 0.51287
H -2.54084 -1.62914 -0.31320
H -0.24068 -1.82761 -2.18706
H 0.07773 -3.19451 -1.03363
H 1.30743 -1.94426 -1.37817
H 1.40641 0.02444 -2.21221
H 2.64223 1.06211 -1.44433
H 1.14986 1.70509 -2.31117
*
```

E_tot = -51047.4174 eV
HOMO-LUMO gap = 7.776 eV

No. 2
A single C9H18N2O3S molecule, computed with ωB97M-V with the def2-TZVPD basis set.

Geometry as ORCA input:
```
! RIJCOSX wB97M-V def2-TZVPD def2/J DEFGRID3
* xyz 0 1
S -4.14081 -0.25911 -0.17278
C -2.57439 -0.51076 0.30230
N -2.19279 -1.77283 0.63633
C -0.82837 -2.23893 0.69025
C -0.19769 -2.32232 -0.71713
O 1.15393 -2.72308 -0.69810
C 2.11390 -1.69662 -0.73099
C 2.25518 -0.90304 0.58044
O 1.36262 0.18953 0.68943
C 1.85160 1.40737 0.15465
C 0.93169 2.56024 0.59432
O 0.15382 3.12071 -0.43354
C -0.85438 2.31155 -1.00378
C -1.92852 1.83111 -0.01627
N -1.67610 0.48256 0.42621
H -2.90207 -2.46181 0.43143
H -0.82213 -3.23179 1.14337
H -0.24148 -1.57553 1.32805
H -0.30932 -1.35700 -1.22768
H -0.73266 -3.08050 -1.29923
H 3.05630 -2.20934 -0.93672
H 1.90224 -1.00074 -1.55628
H 3.28669 -0.54241 0.67522
H 2.04211 -1.56878 1.42140
H 1.90059 1.37086 -0.94196
H 2.86835 1.57882 0.53158
H 1.53713 3.39606 0.95047
H 0.31068 2.20336 1.42620
H -1.30446 2.95732 -1.75992
H -0.41867 1.43841 -1.51071
H -2.91069 1.82703 -0.49664
H -1.96913 2.51795 0.83655
H -0.72318 0.26172 0.68354
*
```

E_tot = -29581.9891 eV
HOMO-LUMO gap = 8.679 eV
SMILES = S=C1NCCOCCOCCOCCN1

For reference, relative energy (zero: lowest compared OMol25 entry of this formula, charge and spin) by record: 1.390 2.138 eV.